No. 1
{"formula": "C5H8O2", "method": "ωB97M-V with the def2-TZVPD basis set", "relative_energy_kj_mol": 239.9, "gap_ev": 10.830, "symbols": ["C", "C", "O", "C", "C", "O", "C", "H", "H", "H", "H", "H", "H", "H", "H"], "positions_angstrom": [[2.0315, -0.3627, 0.5445], [0.8835, 0.6048, 0.4278], [0.5911, 1.0292, -0.9094], [-0.3827, 0.2860, -0.2231], [-1.7984, 0.7991, -0.0280], [-2.3282, -0.4734, -0.4351], [-1.0210, -1.0162, -0.6877], [2.0150, -0.9099, 1.4926], [2.0106, -1.0781, -0.2834], [2.9761, 0.1895, 0.4875], [0.8689, 1.4119, 1.1645], [-2.1047, 1.0757, 0.9880], [-2.0555, 1.6039, -0.7284], [-0.8632, -1.2613, -1.7446], [-0.8232, -1.8984, -0.0652]], "nbo_charge": [-0.6374, 0.0696, -0.4759, 0.1552, -0.0788, -0.5268, -0.0839, 0.2183, 0.2199, 0.2225, 0.1809, 0.1802, 0.1869, 0.1884, 0.1810]}

No. 2
{"formula": "C11H8F3N5O2S2", "method": "ωB97M-V with the def2-TZVPD basis set", "relative_energy_kj_mol": 29.9, "gap_ev": 7.822, "symbols": ["O", "O", "F", "F", "F", "N", "N", "S", "C", "C", "C", "C", "C", "C", "C", "C", "C", "C", "N", "N", "N", "C", "S", "H", "H", "H", "H", "H", "H", "H", "H"], "positions_angstrom": [[0.3445, -0.7780, -3.5454], [0.6251, -3.1067, -4.2362], [1.9345, -5.4613, 0.5109], [1.1213, -3.8349, 2.4300], [1.8434, -4.6988, -2.2069], [0.0667, -1.2773, 1.8258], [-2.2208, 2.9364, 2.3074], [-0.2692, -0.1390, -0.5121], [-0.4467, -0.1756, 1.2256], [-1.7659, 2.0985, 1.3869], [-1.0565, 0.9805, 1.9621], [-1.1509, 1.1911, 3.2906], [1.4820, -4.2413, 0.1151], [1.0570, -3.3699, 1.1381], [1.4703, -3.8136, -1.2387], [0.5444, -2.1344, 0.8334], [0.4845, -1.6951, -0.4819], [0.9721, -2.5503, -1.5514], [-2.0243, 2.3953, 0.0851], [-1.8076, 2.4037, 3.4756], [2.5732, -1.7492, -3.6013], [-0.6532, 0.3233, 4.3994], [0.9625, -2.0583, -3.2899], [-2.4578, 3.2995, -0.1206], [-1.7178, 1.7696, -0.6219], [-1.9848, 2.8296, 4.3768], [2.5953, -1.4884, -4.5914], [3.0740, -2.6016, -3.4978], [-1.5204, -0.2166, 4.7938], [0.1312, -0.3994, 4.1312], [-0.2614, 0.9181, 5.2154]], "nbo_charge": [-0.9243, -0.9131, -0.2860, -0.2873, -0.2887, -0.4609, -0.3306, 0.4542, 0.1138, 0.3451, -0.2808, 0.2434, 0.2682, 0.3716, 0.3680, 0.0918, -0.2027, -0.4030, -0.8153, -0.3429, -1.0415, -0.6646, 2.2634, 0.4164, 0.3910, 0.4108, 0.4030, 0.3810, 0.2331, 0.2660, 0.2211]}

No. 3
{"formula": "C8H13N2O4P", "method": "ωB97M-V with the def2-TZVPD basis set", "relative_energy_kj_mol": 0.0, "charge": -2, "gap_ev": 5.567, "symbols": ["C", "C", "C", "C", "C", "C", "C", "C", "N", "N", "O", "O", "O", "O", "P", "H", "H", "H", "H", "H", "H", "H", "H", "H", "H", "H", "H", "H"], "positions_angstrom": [[1.7755, -2.0495, 0.1025], [0.0275, -0.9982, -0.3362], [2.9204, -2.5828, 0.9240], [-0.2691, 0.7476, -2.5879], [-0.9747, 0.3955, 2.2394], [-1.5339, 0.5650, -1.6586], [-1.0734, 0.9906, 0.8246], [-1.1873, -0.0546, -0.3345], [0.9311, -1.1353, 0.6458], [1.4356, -2.4897, -1.0818], [-3.7087, -0.3855, 0.8094], [-3.0316, -1.8193, -1.2036], [-2.0611, -2.2688, 1.1493], [0.2498, -1.7696, -1.3852], [-2.6768, -1.2864, 0.1362], [3.8149, -2.3436, 0.3075], [2.6411, -1.9458, 1.7914], [2.9077, -3.6180, 1.2957], [0.4343, 1.0284, -1.8068], [0.0169, -0.1346, -3.1263], [-0.6368, 1.3676, -3.4099], [-1.1489, 1.2296, 3.0153], [0.0972, 0.1911, 2.4774], [-1.8267, -0.3632, 2.2768], [-1.7678, 1.5867, -1.4629], [-2.4208, -0.0043, -1.9903], [-2.0694, 1.4969, 0.6054], [-0.1653, 1.6480, 0.6781]], "nbo_charge": [0.3079, 0.6460, -0.6753, -0.6396, -0.6475, -0.4145, -0.4012, -0.4718, -0.5838, -0.2435, -1.2493, -1.2321, -1.2441, -0.3085, 2.3931, 0.2099, 0.2505, 0.2156, 0.2089, 0.2048, 0.1825, 0.1437, 0.2042, 0.3065, 0.1748, 0.2793, 0.2353, 0.1481]}

No. 4
{"formula": "C6H13NO", "method": "ωB97M-V with the def2-TZVPD basis set", "relative_energy_kj_mol": 453.6, "gap_ev": 7.663, "symbols": ["C", "C", "C", "N", "C", "C", "C", "O", "H", "H", "H", "H", "H", "H", "H", "H", "H", "H", "H", "H", "H"], "positions_angstrom": [[-1.5509, 0.5207, -0.2291], [-2.9022, 1.0404, 0.0831], [-1.2199, -0.8134, 0.2108], [0.1440, -1.2457, 0.0858], [1.0673, -0.5470, -0.7809], [1.8046, 0.5849, -0.0602], [2.6081, 0.0637, 1.1317], [-1.9746, -1.5474, 0.8305], [-0.9818, 0.9930, -1.0200], [-1.6669, -1.0941, -1.5401], [-3.0161, 1.2865, 1.1416], [-3.1519, 1.9242, -0.5016], [-3.6329, 0.2761, -0.1763], [0.0616, -2.2313, -0.1115], [1.7947, -1.2684, -1.1591], [0.6268, -0.1131, -1.6924], [2.4492, 1.1328, -0.7470], [1.0624, 1.2916, 0.3280], [3.4120, -0.5802, 0.7689], [1.9838, -0.5558, 1.7709], [3.0828, 0.8827, 1.6670]], "nbo_charge": [-0.0816, -0.6961, 0.4898, -0.6498, -0.2317, -0.3978, -0.6123, -0.6749, 0.2235, 0.1092, 0.2483, 0.2200, 0.2665, 0.3878, 0.2039, 0.1739, 0.2041, 0.1887, 0.1956, 0.2248, 0.2080]}

| no. | highest occupied orbital energy (Eh) |
| --- | --- |
| 1 | -0.3622 |
| 2 | -0.3055 |
| 3 | 0.0027 |
| 4 | -0.3342 |